{"formula": "C7H12Br2N2OP", "method": "ωB97M-V/def2-TZVPD", "species": ["C", "P", "O", "C", "C", "C", "N", "N", "C", "H", "H", "H", "H", "H", "H", "H", "H", "Br", "C", "C", "Br", "H", "H", "H", "H"], "xyz": [[-1.54411, 1.12930, 2.16382], [-1.64549, -0.71728, 1.94299], [-2.74038, -0.97118, 0.70457], [-0.03789, -1.35937, 1.27233], [1.19269, -0.48551, 1.10579], [2.29638, -1.23073, 0.52831], [2.40058, -2.49197, 0.16477], [1.33173, -3.22490, 0.34057], [0.20780, -2.70072, 0.83348], [-1.97006, 1.37863, 3.15810], [-2.06559, 1.67058, 1.33583], [-0.48222, 1.47298, 2.12902], [-3.62160, -1.19410, 1.04671], [1.21888, 0.57693, 1.39804], [3.22048, -0.63344, 0.36276], [1.36124, -4.20481, 0.04542], [-0.65176, -3.40407, 0.91813], [-0.33791, -0.09046, -2.06325], [-0.37073, 1.70131, -2.82752], [0.78393, 2.52747, -2.32463], [0.47087, 3.15091, -0.50394], [-1.34193, 2.12831, -2.59103], [-0.29657, 1.55405, -3.90413], [0.89552, 3.43244, -2.92027], [1.72614, 1.98565, -2.31587]], "total_charge": 1, "lumo_energy_ha": -0.1886, "homo_energy_ha": -0.4442, "energy_ha": -5947.77241}